[1]
DFT (ωB97M-V/def2-TZVPD) results for 2 unconnected molecules or ions with the total composition C2H2ClN3O.

Values from the calculation:
Structure (SMILES)   O=C=NCl.N#CN
Net charge   0
E_LUMO   0.3 eV
Maximum force   3.908 eV/A
Molecular weight   119.51 g mol⁻¹
2S+1   1
HOMO-LUMO gap   0.383 Ha

Last column: Löwdin charge in e.
Geometry (Å):
N: 2.486 -1.582 -2.506  -0.42
Cl: 2.899 -0.311 -3.434  0.68
N: 1.800 0.208 0.765  0.07
C: 1.053 0.793 -0.113  -0.46
O: 1.901 -3.694 -1.780  0.15
H: 2.865 0.216 0.717  0.15
N: 0.419 1.410 -0.856  0.12
H: 1.379 0.140 1.707  0.12
C: 2.026 -2.645 -2.263  -0.42

---

[2]
DFT (ωB97M-V/def2-TZVPD) results for a molecular structure, C2H2ClNS.

Values from the calculation:
Net charge   0
E_LUMO   -0.8 eV
Maximum force   4.846 eV/A
Molecular weight   107.56 g mol⁻¹
2S+1   1
HOMO-LUMO gap   0.299 Ha

Last column: Löwdin charge in e.
Geometry (Å):
S: -1.902 -0.742 1.877  0.84
Cl: -2.966 -2.100 -0.804  0.68
H: 0.022 0.659 -1.350  0.23
C: -0.842 -0.497 -0.144  -0.33
N: -0.576 0.137 1.128  -0.37
H: 0.313 0.086 1.614  0.06
C: -1.928 -1.229 0.127  -1.12

---

[3]
DFT (ωB97M-V/def2-TZVPD) results for a single C2H2ClO2P molecule.

Values from the calculation:
Structure (SMILES)   C=C(Cl)OP=O
Net charge   0
E_LUMO (alpha / beta)   -1.1 / -1.1 eV
Maximum force   9.204 eV/A
Molecular weight   124.46 g mol⁻¹
2S+1   1
HOMO-LUMO gap (alpha / beta)   0.277 / 0.256 Ha

Last column: Löwdin charge in e.
Geometry (Å):
O: -2.752 -0.380 -0.841  -0.44
H: 2.364 0.868 -0.266  -0.01
Cl: -0.642 1.930 -0.106  0.60
C: 1.790 0.043 0.026  0.09
P: -2.153 -1.165 0.218  0.91
H: 1.808 -1.041 0.090  0.02
O: -0.561 -0.650 0.538  -0.42
C: 0.146 0.395 0.340  -0.76

---

[4]
DFT (ωB97M-V/def2-TZVPD) results for 2 unconnected molecules or ions with the total composition C2H2ClO3.

Values from the calculation:
Net charge   -1
E_LUMO (alpha / beta)   3.4 / 3.4 eV
Maximum force   5.170 eV/A
Molecular weight   109.49 g mol⁻¹
2S+1   1
HOMO-LUMO gap (alpha / beta)   0.261 / 0.261 Ha

Last column: Löwdin charge in e.
Geometry (Å):
Cl: -1.360 1.683 0.209  0.76
C: -0.410 0.436 -0.198  -0.49
O: 2.114 0.996 0.458  -0.49
H: 2.623 0.217 0.256  -0.16
O: -0.761 -1.590 1.218  0.07
H: 0.211 0.394 -1.195  0.12
C: -0.921 -1.013 0.197  -0.76
O: -1.495 -1.123 -0.945  -0.05

---

[5]
DFT (ωB97M-V/def2-TZVPD) results for a molecular structure, C2H2ClO3P.

Values from the calculation:
Net charge   -2
E_LUMO   6.7 eV
Maximum force   2.928 eV/A
Molecular weight   140.46 g mol⁻¹
2S+1   1
HOMO-LUMO gap   0.247 Ha

Last column: Löwdin charge in e.
Geometry (Å):
P: 1.118 0.095 -0.289  0.37
O: -1.112 1.566 -1.000  -0.13
Cl: 2.123 -2.326 -0.399  -0.43
H: -0.955 -0.985 0.836  -0.04
O: 1.811 0.452 1.011  -0.49
C: -1.477 -0.110 0.662  -0.11
H: -2.444 0.120 1.034  -0.01
C: -0.811 0.584 -0.315  -0.68
O: 1.747 0.604 -1.541  -0.48

---

[6]
DFT (ωB97M-V/def2-TZVPD) results for a single C2H2ClOP molecule.

Values from the calculation:
Net charge   0
E_LUMO   0.0 eV
Maximum force   2.503 eV/A
Molecular weight   108.46 g mol⁻¹
2S+1   1
HOMO-LUMO gap   0.262 Ha

Last column: Löwdin charge in e.
Geometry (Å):
H: -0.628 -1.049 -1.077  0.10
H: 1.005 -1.186 -0.594  0.13
P: -0.322 1.404 -0.714  0.34
C: -0.439 -0.551 0.880  -0.26
Cl: 1.265 2.420 0.018  0.00
C: 0.093 -0.487 -0.419  -0.50
O: -0.974 -0.551 1.906  0.20

---

| no. | total energy (a.u.) |
| --- | --- |
| 1 | -777.02602 |
| 2 | -990.33363 |
| 3 | -1029.33910 |
| 4 | -763.24893 |
| 5 | -1104.71406 |
| 6 | -954.11253 |